C25H17BrF5IrN9O2Se as an isolated structure, computed with ωB97M-V with the def2-TZVPD basis set.

XYZ file:
```
61
Properties=species:S:1:pos:R:3:nbo_charge:R:1
Ir 0.36513 0.05105 0.31703 0.9959
O -2.07097 4.34505 -1.80207 -0.6557
C -1.00317 4.24255 -2.58537 0.3730
C -0.89027 5.11545 -3.67757 -0.2658
C 0.22163 5.08375 -4.49187 -0.1423
C 1.24613 4.16635 -4.25967 -0.2606
C 1.12643 3.26195 -3.22427 -0.1388
C 0.01693 3.28235 -2.37867 -0.2057
C -0.05307 2.29455 -1.31487 0.6251
O 0.69713 1.24345 -1.36517 -0.6795
N -0.88097 2.49515 -0.29167 -0.4425
N -0.74177 1.58495 0.65353 -0.1349
C -1.59337 1.46225 1.69863 -0.0283
C -1.40517 0.34225 2.49983 0.1489
C -2.15037 0.06045 3.67803 -0.2045
C -1.79657 -0.98475 4.47843 -0.1375
C -0.69137 -1.78085 4.11233 -0.2407
C -0.03977 -1.51935 2.93043 0.0597
N -0.37327 -0.52185 2.10903 -0.4385
H -1.99387 3.72295 -1.04717 0.5093
H -1.68747 5.82145 -3.85347 0.2338
H 0.30373 5.77995 -5.31277 0.2247
H 2.12793 4.15765 -4.88317 0.2220
H 1.89353 2.52765 -3.03197 0.2204
H -2.36837 2.19735 1.84943 0.2398
H -2.98847 0.69475 3.91343 0.2432
H -2.34307 -1.21125 5.37943 0.2419
H -0.36707 -2.59525 4.73563 0.2422
H 0.78493 -2.14705 2.61693 0.2077
Br 5.63983 1.89685 3.22373 0.1231
C 4.80683 1.26495 1.64573 -0.1274
C 5.56043 0.88425 0.54253 -0.1684
C 4.88733 0.45135 -0.58857 -0.2192
C 3.50273 0.39875 -0.56657 0.0313
N 2.79353 0.73025 0.50943 -0.4731
C 3.41993 1.16805 1.58813 0.0292
H 6.63833 0.93205 0.56673 0.2494
H 5.42803 0.15325 -1.47327 0.2439
H 2.93773 0.08105 -1.43207 0.2304
H 2.80873 1.44615 2.43563 0.2198
N 1.09643 -4.76445 -1.62487 -0.5963
N 1.37903 -3.69825 -0.87857 0.2084
N 2.39283 -3.67905 -0.05227 -0.2554
C 2.34613 -2.45295 0.43713 0.1337
N 1.32603 -1.76915 -0.08657 -0.3419
N 0.72503 -2.57985 -0.92827 -0.0256
H 1.48793 -5.61845 -1.24907 0.4122
H 0.13763 -4.80715 -1.94587 0.4205
H 3.04433 -2.07305 1.15063 0.2340
F -5.72207 -4.16855 1.36033 -0.2677
C -4.80327 -3.41185 0.77173 0.3094
C -3.75437 -4.01035 0.07283 0.2465
F -3.65377 -5.33945 0.02533 -0.2806
C -2.80997 -3.21555 -0.55917 0.3934
F -1.79367 -3.80095 -1.22207 -0.3282
C -2.86737 -1.82355 -0.51857 -0.4158
Se -1.67867 -0.74655 -1.50987 0.1384
C -3.91087 -1.25015 0.21133 0.3963
F -3.95907 0.08595 0.28873 -0.3044
C -4.88077 -2.01895 0.83953 0.2492
F -5.86987 -1.43745 1.51363 -0.2774
```

Computed properties:
Frontier orbital gap (alpha / beta) in eV: 6.3 / 6.3
E_HOMO (alpha / beta) in Ha: -0.3881 / -0.3881
E_tot in eV: -195513.3523
Net charge: +1

One molecule with the formula C4H5N3O, computed with ωB97M-V with the def2-TZVPD basis set.

XYZ file:
```
13
Properties=species:S:1:pos:R:3:nbo_charge:R:1
C 0.11445 -0.25964 0.46700 0.2776
C 0.16626 1.26007 -1.63476 0.5150
C -1.32639 -0.54594 0.31568 -0.0470
C -2.47078 -0.67307 1.17308 -0.1928
H 2.71296 -1.38845 1.57851 0.3420
H 2.89522 -0.42072 0.24397 0.3312
H 1.14194 1.65330 0.11046 0.4030
H 0.94757 1.88350 -2.10020 0.1274
H -3.52450 -1.22975 1.38576 0.2664
N 2.17857 -0.79188 1.19443 -0.6267
N 0.84522 -1.18204 1.07406 -0.1820
N 0.46776 1.05731 -0.32459 -0.6620
O -0.93941 0.90374 -2.09397 -0.5519
```

Computed properties:
Frontier orbital gap in eV: 8.3
Energy above the lowest of the compared OMol25 structures with the same formula, charge and spin in kJ/mol: 832.6
E_HOMO in Ha: -0.3228
E_tot in eV: -10738.9852

H10O5 as an isolated structure, computed with ωB97M-V with the def2-TZVPD basis set.

XYZ file:
```
15
Properties=species:S:1:pos:R:3:nbo_charge:R:1
O -1.84596 0.71809 -1.91360 -1.0053
H -1.07391 0.42926 -1.42703 0.4483
H -2.51105 0.86759 -1.24163 0.4506
O -0.38654 0.23555 -0.40554 -0.9428
H 0.36299 0.43345 -0.96703 0.4433
H -0.07102 -0.45018 0.18308 0.4606
O 1.29721 0.63720 -1.84968 -0.8963
H 1.42065 1.20750 -1.09090 0.4834
H 1.41822 1.21288 -2.60479 0.5067
O -0.66661 -0.21621 2.80480 -0.9663
H -0.20898 -0.73930 2.14663 0.4462
H 0.00384 0.37174 3.15271 0.4435
O 0.47557 -1.34552 1.22959 -0.8909
H 0.40187 -1.91981 0.46735 0.5101
H 1.38376 -1.44228 1.51605 0.5089
```

Computed properties:
Frontier orbital gap in eV: 9.2
Energy above the lowest of the compared OMol25 structures with the same formula, charge and spin in kJ/mol: 452.2
E_HOMO in Ha: -0.3432
E_tot in eV: -10396.1627

C16H43FeO15 as an isolated structure, computed with ωB97M-V with the def2-TZVPD basis set.

XYZ file:
```
75
Properties=species:S:1:pos:R:3:lowdin_spin:R:1
Fe 0.01727 2.85704 0.19099 3.6840
C -0.78720 -0.80268 0.73558 0.0033
C 0.25159 -0.32052 -0.28548 0.0146
O 0.48642 1.02894 -0.13453 0.1008
H -1.77557 -0.45360 0.41987 0.0001
H -0.63822 -0.40274 1.74026 0.0001
H -0.86668 -1.89227 0.82010 0.0003
H -0.09153 -0.60150 -1.29383 0.0020
H 1.19140 -0.84979 -0.04723 0.0012
C 0.34811 6.25015 2.43026 0.0049
C 0.82099 6.49737 3.76742 0.0014
C 1.12564 5.26831 4.63113 0.0000
O 1.27110 5.42809 5.82554 -0.0017
C 1.08451 3.96397 4.03203 0.0002
C 0.75510 3.82547 2.71935 0.0066
C 0.23124 5.01139 1.92953 0.0056
O -0.42942 4.72253 0.84248 0.0576
O 0.90087 2.73097 2.03752 0.0676
O 0.99042 7.61724 4.20148 0.0042
H 0.14010 7.08850 1.77631 0.0003
H 1.17998 3.11497 4.69456 0.0001
C -3.79921 0.01252 -2.02763 0.0001
C -4.55368 -0.11857 -0.70993 0.0001
O -4.16147 0.89193 0.23430 0.0009
H -2.74333 0.27894 -1.99905 0.0001
H -4.25711 0.83676 -2.59404 0.0000
H -3.96573 -0.85926 -2.66055 0.0000
H -4.40293 -1.10501 -0.27764 0.0000
H -5.62349 0.03077 -0.87299 0.0000
H -4.32668 1.75442 -0.16317 0.0001
C 2.09466 -1.76669 -3.80780 0.0001
C 1.99134 -3.24969 -4.14111 0.0000
O 1.73779 -4.01046 -2.99257 0.0000
H 1.21156 -1.43408 -3.24272 0.0001
H 2.12706 -1.10831 -4.67380 0.0000
H 2.89732 -1.55040 -3.09638 0.0000
H 2.93861 -3.49660 -4.64160 0.0000
H 1.19657 -3.35686 -4.88065 0.0000
H 2.18184 -3.54777 -2.27213 0.0000
C 2.01581 -0.26205 3.72280 0.0003
C 1.80151 -1.73973 3.48648 0.0001
O 1.96145 -2.08489 2.11347 0.0002
H 1.25616 0.35042 3.21912 0.0003
H 2.93627 0.11244 3.27043 0.0000
H 1.97529 -0.00890 4.78186 0.0000
H 0.85177 -2.06870 3.92293 0.0000
H 2.59036 -2.25593 4.04155 0.0000
H 1.43392 -1.42087 1.64783 0.0001
C -2.27538 -2.39788 -4.22638 0.0000
C -1.94855 -3.14152 -2.95227 0.0001
O -1.66846 -4.50140 -3.32024 0.0000
H -3.33328 -2.46969 -4.48002 0.0000
H -1.60803 -2.70980 -5.02405 0.0000
H -2.09132 -1.32269 -4.11055 0.0000
H -2.73511 -3.16744 -2.18913 0.0000
H -1.07113 -2.70857 -2.46084 0.0001
H -0.98615 -4.83807 -2.72955 0.0000
O -1.22407 1.56535 3.96253 0.0004
H -0.71669 1.75220 3.16022 -0.0001
H -1.27520 2.42081 4.40281 0.0000
O 3.44187 1.63449 -0.80521 0.0014
H 2.89910 0.84536 -0.90218 -0.0002
H 2.84406 2.34361 -1.05328 0.0017
O -1.85325 2.21953 1.15678 0.0353
H -2.37495 1.65548 0.56185 0.0009
H -2.30334 2.17214 2.00911 0.0027
O 0.47598 -4.64452 0.44989 0.0000
H 0.20857 -3.85330 0.92977 0.0000
H 0.33654 -5.36633 1.06865 0.0000
O 0.80597 1.41538 -3.29916 0.0013
H 0.43598 0.97289 -2.52473 -0.0001
H 1.19455 2.21957 -2.94532 0.0002
O 3.92921 -2.83661 -0.67493 0.0001
H 3.82110 -3.77443 -0.48798 0.0000
H 3.50019 -2.38983 0.06384 0.0000
```

Computed properties:
Frontier orbital gap (alpha / beta) in eV: 6.8 / 6.5
Multiplicity: 5
Energy above the lowest of the compared OMol25 structures with the same formula, charge and spin in kJ/mol: 0.0
E_HOMO (alpha / beta) in Ha: -0.1809 / -0.1793
E_tot in eV: -82390.2418
Net charge: -1
Expectation value of S²: 6.011

CHBr2Cl2P as an isolated structure, computed with ωB97M-V with the def2-TZVPD basis set.

XYZ file:
```
7
Properties=species:S:1:pos:R:3:nbo_charge:R:1
C 1.22897 -0.46890 0.01754 -0.7453
P 1.24267 1.24659 0.06941 0.7517
Cl -0.49349 1.70917 1.10051 -0.3114
Cl -2.30278 -0.26456 -0.95910 -0.2876
Br -0.00778 -1.66850 0.82673 0.1754
Br 2.66747 -1.21811 -1.00723 0.1410
H -2.33506 0.66430 -0.04787 0.2763
```

Computed properties:
Frontier orbital gap in eV: 8.5
Energy above the lowest of the compared OMol25 structures with the same formula, charge and spin in kJ/mol: 146.5
E_HOMO in Ha: -0.3401
E_tot in eV: -175471.2831

A 8-piece molecular cluster, C21H61N5O12 overall, computed with ωB97M-V with the def2-TZVPD basis set.

XYZ file:
```
99
Properties=species:S:1:pos:R:3:lowdin_charge:R:1
C -22.08769 -12.63470 29.31583 -0.0570
C -23.30342 -12.91445 28.44399 -0.4445
C -23.19198 -12.30484 27.01367 -0.1729
O -23.36737 -10.91446 27.16744 -0.1736
C -23.69597 -10.21690 26.07661 -0.1618
N -23.60234 -14.31187 28.43696 0.0177
H -21.99596 -11.61250 29.68296 0.0809
H -21.18482 -12.87963 28.75643 0.0773
H -22.05502 -13.33809 30.14786 0.0700
H -24.13768 -12.39484 28.91528 0.1290
H -23.99655 -12.70378 26.39593 0.1113
H -22.28454 -12.57869 26.47548 0.1279
H -24.09279 -9.25228 26.39304 0.0941
H -24.50627 -10.68443 25.51721 0.0828
H -22.81244 -9.99196 25.47921 0.0892
H -23.81075 -14.65970 29.36199 0.0690
H -24.46354 -14.64255 28.02576 0.0691
C -27.69093 -6.92342 20.22472 -0.0773
C -27.00823 -8.24271 20.22715 -0.4280
C -27.71271 -9.21254 19.29529 -0.1916
O -29.10916 -9.31851 19.49136 -0.1858
C -29.81298 -9.95011 18.43297 -0.1075
N -25.63901 -7.94325 19.74678 0.0745
H -27.71559 -6.44936 19.24352 0.0953
H -27.20703 -6.37482 21.03280 0.0564
H -28.69925 -6.98615 20.63393 0.0716
H -27.01651 -8.58099 21.26330 0.1121
H -27.25005 -10.19046 19.42840 0.1064
H -27.56761 -8.95644 18.24579 0.1302
H -29.65671 -9.50583 17.44997 0.0838
H -30.88337 -9.80251 18.57645 0.0843
H -29.60135 -11.01803 18.37959 0.0856
H -25.20518 -8.85525 19.75919 0.0156
H -25.03982 -7.39785 20.34978 0.0499
C -16.20914 -6.26505 18.84514 -0.0435
C -17.41102 -7.14000 18.29550 -0.4032
C -18.74941 -6.50484 18.00928 -0.2734
O -19.67269 -7.48037 17.83451 -0.1669
C -21.02475 -7.03866 17.66415 -0.0649
N -16.90997 -7.67579 17.03540 0.0167
H -15.29286 -6.84600 18.95019 0.0729
H -16.65673 -6.06279 19.81820 0.0490
H -15.98671 -5.29539 18.39973 0.0705
H -17.45178 -7.98588 18.98173 0.1393
H -18.65670 -5.83426 17.15498 0.1308
H -19.02278 -5.89189 18.86815 0.1102
H -21.30876 -6.75970 18.67886 0.0602
H -21.77021 -7.79083 17.40598 0.0915
H -21.18541 -6.22082 16.96171 0.0919
H -17.54887 -8.43456 16.84517 0.0619
H -17.11957 -7.01642 16.29960 0.0651
C -27.83009 -9.18930 24.18076 -0.2636
C -27.95427 -7.66803 23.81460 -0.1723
O -26.78308 -6.81550 23.63277 -0.0976
O -28.98293 -9.90758 24.33923 -0.0251
H -27.23096 -9.22835 25.09049 0.1269
H -27.26958 -9.67533 23.38219 0.0927
H -28.43255 -7.13945 24.63918 0.1155
H -28.62125 -7.43384 22.98490 0.1044
H -27.10846 -6.04911 23.15489 0.0847
H -29.53720 -9.99033 23.55978 0.1021
C -23.58780 -7.71845 23.10560 -0.2404
C -22.45110 -8.49163 22.49572 -0.2155
O -21.44030 -7.69421 21.94327 -0.0792
O -24.70385 -8.55664 23.17366 -0.0917
H -23.76532 -6.77332 22.59246 0.1139
H -23.33263 -7.42614 24.12419 0.1266
H -22.89270 -9.06592 21.68130 0.1179
H -21.98788 -9.23171 23.14826 0.1313
H -21.79488 -7.14132 21.24313 0.0613
H -25.34959 -7.90761 23.46239 0.0354
C -19.35726 -5.72724 24.01344 -0.2145
C -18.50505 -5.67942 22.68585 -0.2204
O -19.16857 -5.84982 21.47267 -0.0779
O -20.07593 -6.94407 24.18989 -0.0833
H -20.06026 -4.90116 24.12060 0.1027
H -18.79841 -5.66324 24.94709 0.1133
H -17.78186 -6.48526 22.81117 0.1170
H -17.96987 -4.73117 22.63589 0.1186
H -19.16244 -6.77966 21.23400 0.0859
H -20.70557 -7.01130 23.46833 0.0173
C -23.23700 -4.34056 20.58297 -0.1995
C -22.23631 -4.03425 21.73851 -0.2250
O -20.99154 -3.62947 21.22804 -0.0618
O -22.95597 -5.64378 20.07278 -0.1046
H -23.18504 -3.68976 19.71012 0.1239
H -24.24453 -4.29415 20.99628 0.1078
H -22.05408 -5.00030 22.20930 0.0937
H -22.54808 -3.31881 22.49947 0.1258
H -20.77344 -4.38242 20.67388 0.0560
H -23.52621 -5.74458 19.30710 0.0871
C -25.14812 -11.35073 20.49604 -0.7575
O -24.76909 -10.68884 19.53823 0.0238
N -25.55646 -12.56302 20.34171 0.1567
N -25.13693 -11.09796 21.80296 0.1864
H -25.46428 -12.82861 19.37162 0.1246
H -25.54069 -13.25072 21.08125 0.1183
H -25.02593 -10.13137 22.07406 0.0546
H -25.64944 -11.65439 22.47214 0.1112
```

Computed properties:
Frontier orbital gap in eV: 9.3
Energy above the lowest of the compared OMol25 structures with the same formula, charge and spin in kJ/mol: 104.0
E_HOMO in Ha: -0.3320
E_tot in eV: -54781.6544